{"formula": "C27H76N6O11", "method": "ωB97M-V with the def2-TZVPD basis set", "orbital_gap_ev": 9.65, "e_tot_ha": -2230.50056, "homo_energy_ev": -9.176, "max_force_ev_per_a": 6.54, "smiles": "NC(N)=O.NC(N)=O.NC(N)=O.CC(C)O.CC(C)O.CC(C)O.CC(C)O.CC(C)O.CC(C)O.CC(C)O.CC(C)O", "lumo_ev": 0.47, "symbols": ["C", "C", "C", "O", "H", "H", "H", "H", "H", "H", "H", "H", "C", "C", "C", "O", "H", "H", "H", "H", "H", "H", "H", "H", "C", "C", "C", "O", "H", "H", "H", "H", "H", "H", "H", "H", "C", "C", "C", "O", "H", "H", "H", "H", "H", "H", "H", "H", "C", "C", "C", "O", "H", "H", "H", "H", "H", "H", "H", "H", "C", "C", "C", "O", "H", "H", "H", "H", "H", "H", "H", "H", "C", "C", "C", "O", "H", "H", "H", "H", "H", "H", "H", "H", "C", "C", "C", "O", "H", "H", "H", "H", "H", "H", "H", "H", "C", "O", "N", "N", "H", "H", "H", "H", "C", "O", "N", "N", "H", "H", "H", "H", "C", "O", "N", "N", "H", "H", "H", "H"], "xyz": [[5.08458, 2.09505, 1.13556], [3.86090, 2.05599, 2.07602], [2.92561, 3.31373, 1.82417], [3.16669, 0.89302, 1.89748], [4.87629, 1.91449, 0.08100], [5.80355, 1.35617, 1.48950], [5.57139, 3.06998, 1.11088], [4.26073, 2.10499, 3.08886], [2.54277, 3.91818, 2.64647], [2.10952, 3.02050, 1.16380], [3.47931, 4.02011, 1.20566], [3.60105, 0.19576, 2.39423], [2.25721, 2.76384, -3.41641], [2.67126, 4.19148, -3.04791], [3.09433, 4.24286, -1.59236], [3.68737, 4.58127, -3.90266], [1.48296, 2.33267, -2.78179], [3.03927, 2.02545, -3.23961], [2.12992, 2.82365, -4.49730], [1.85568, 4.91344, -3.08907], [3.78737, 3.43243, -1.36656], [2.20350, 4.00484, -1.01109], [3.52890, 5.21835, -1.37400], [3.27511, 5.24166, -4.46437], [1.97754, -6.12629, 1.75731], [0.98281, -5.10874, 1.28298], [1.30853, -3.72096, 1.93891], [1.03004, -5.00466, -0.14230], [3.03490, -5.95342, 1.55679], [1.79102, -7.13413, 1.38639], [1.87632, -6.16432, 2.84193], [-0.00971, -5.49188, 1.52003], [1.21427, -3.92455, 3.00556], [0.71015, -2.93505, 1.47805], [2.34798, -3.46558, 1.73292], [1.08964, -5.90154, -0.47943], [-4.40978, 1.73393, 2.57672], [-5.26350, 1.51987, 3.72249], [-5.98701, 2.72304, 4.19924], [-6.24258, 0.52855, 3.47135], [-3.93258, 0.86426, 2.12500], [-3.60647, 2.46725, 2.64765], [-4.99335, 2.21441, 1.79142], [-4.66030, 1.17536, 4.56247], [-5.28876, 3.42794, 4.65052], [-6.76377, 2.54039, 4.94179], [-6.40883, 3.16883, 3.29844], [-6.59335, 0.55046, 2.57800], [-3.01376, -3.66321, -2.34002], [-1.63088, -4.21343, -2.06171], [-0.79843, -4.49448, -3.38248], [-0.93039, -3.30935, -1.23818], [-3.59110, -4.37333, -2.93209], [-2.85478, -2.72599, -2.87333], [-3.61590, -3.42517, -1.46318], [-1.72407, -5.15167, -1.51479], [-1.19207, -5.19730, -4.11678], [0.20562, -4.77676, -3.06579], [-0.81880, -3.54890, -3.92429], [-0.10623, -3.74978, -1.01822], [-0.49690, -0.87245, 4.62991], [0.25778, 0.18661, 3.74120], [-0.41933, 1.49430, 3.39344], [1.53867, 0.35779, 4.40186], [-1.48267, -1.12511, 4.23935], [-0.82605, -0.35484, 5.53093], [0.14340, -1.65992, 5.02739], [0.57176, -0.29509, 2.81520], [-0.01166, 1.86873, 2.45445], [-0.23470, 2.30378, 4.09967], [-1.48194, 1.37662, 3.18107], [2.03079, 0.92559, 3.80435], [-1.14177, -0.57310, -4.05056], [-0.79365, 0.62827, -4.93288], [-1.81341, 1.00490, -5.97754], [-0.78606, 1.69007, -3.94535], [-1.80449, -0.30030, -3.22929], [-0.21025, -0.93797, -3.61786], [-1.62456, -1.28170, -4.72354], [0.11921, 0.40111, -5.48351], [-1.68796, 2.05509, -6.24114], [-2.79769, 0.79859, -5.55714], [-1.78626, 0.56731, -6.97548], [-0.50486, 1.31657, -3.10689], [3.39575, -2.16599, -2.94189], [3.34239, -1.87778, -1.44995], [4.59988, -2.08389, -0.60395], [2.86676, -0.56755, -1.23947], [2.37508, -2.25124, -3.31481], [3.94099, -3.09056, -3.13157], [3.99099, -1.44405, -3.50097], [2.59696, -2.56434, -1.04860], [4.43966, -1.83083, 0.44410], [5.51610, -1.58211, -0.91514], [4.69234, -3.16635, -0.51534], [2.66874, -0.34437, -0.32701], [-3.20151, -2.76550, 2.12448], [-3.04275, -3.95633, 2.35904], [-3.55780, -1.87508, 3.05991], [-2.96404, -2.26294, 0.95022], [-4.16645, -1.09905, 2.84212], [-3.55917, -2.24604, 3.99931], [-2.69513, -2.97457, 0.28587], [-2.77230, -1.27969, 0.82155], [-1.48190, 4.60414, 0.10788], [-0.30425, 4.37084, -0.06618], [-2.00006, 5.76749, -0.06694], [-2.44596, 3.78222, 0.43905], [-2.97438, 5.89304, 0.16767], [-1.47844, 6.56965, -0.39028], [-3.37135, 4.17123, 0.55062], [-2.24411, 2.79678, 0.53008], [-0.47524, 0.92875, -0.17666], [-1.52078, 1.06475, 0.51807], [0.32448, 1.84502, -0.45347], [-0.10290, -0.19970, -0.68574], [0.00580, 2.77487, -0.22123], [1.30493, 1.69185, -0.64149], [0.64902, -0.20499, -1.36005], [-0.53645, -1.08623, -0.47078]], "lowdin_charge": [-0.051, -0.478, -0.016, -0.051, 0.067, 0.074, 0.078, 0.133, 0.078, 0.045, 0.053, 0.104, -0.042, -0.520, -0.056, -0.027, 0.045, 0.078, 0.084, 0.139, 0.068, 0.052, 0.090, 0.094, -0.073, -0.453, -0.016, -0.077, 0.085, 0.080, 0.085, 0.141, 0.083, 0.069, 0.069, 0.094, -0.083, -0.554, -0.059, -0.038, 0.067, 0.078, 0.087, 0.144, 0.086, 0.088, 0.082, 0.094, -0.044, -0.478, -0.023, -0.080, 0.087, 0.068, 0.066, 0.129, 0.074, 0.066, 0.053, 0.038, -0.030, -0.435, -0.040, -0.078, 0.042, 0.068, 0.074, 0.112, 0.055, 0.087, 0.059, 0.039, -0.071, -0.460, -0.063, -0.070, 0.086, 0.068, 0.078, 0.130, 0.080, 0.083, 0.077, 0.036, -0.032, -0.489, -0.041, -0.077, 0.071, 0.080, 0.083, 0.116, 0.063, 0.084, 0.076, 0.060, -0.753, 0.015, 0.162, 0.191, 0.075, 0.112, 0.074, 0.093, -0.740, 0.037, 0.166, 0.190, 0.112, 0.128, 0.109, 0.062, -0.749, -0.036, 0.211, 0.207, 0.044, 0.111, 0.088, 0.091]}